{"formula": "C60H53BrMoN4O2Si", "method": "ωB97M-V/def2-TZVPD", "symbols": ["Mo", "Br", "Si", "O", "O", "N", "N", "N", "N", "C", "C", "C", "C", "C", "C", "C", "C", "C", "C", "C", "C", "C", "C", "C", "C", "C", "C", "C", "C", "C", "C", "C", "C", "C", "C", "C", "C", "C", "C", "C", "C", "C", "C", "C", "C", "C", "C", "C", "C", "C", "C", "C", "C", "C", "C", "C", "C", "C", "C", "C", "C", "C", "C", "C", "C", "C", "C", "C", "C", "H", "H", "H", "H", "H", "H", "H", "H", "H", "H", "H", "H", "H", "H", "H", "H", "H", "H", "H", "H", "H", "H", "H", "H", "H", "H", "H", "H", "H", "H", "H", "H", "H", "H", "H", "H", "H", "H", "H", "H", "H", "H", "H", "H", "H", "H", "H", "H", "H", "H", "H", "H", "H"], "xyz": [[0.048, -0.151, -0.020], [-4.168, -0.374, -3.205], [-0.596, -2.832, 0.008], [-2.097, -0.196, 1.000], [-1.840, -0.434, -1.125], [0.631, 0.300, -1.951], [0.509, 0.310, 1.946], [-0.809, 1.815, -0.039], [2.026, -0.880, 0.044], [-2.856, -3.406, -1.763], [-1.675, -3.607, 1.474], [2.437, -2.984, 4.415], [4.270, -1.588, 3.757], [-4.865, -0.215, -1.452], [-0.118, 1.255, 2.728], [-1.810, -5.127, 1.315], [-0.613, 2.509, 2.298], [-0.003, 0.552, -4.145], [2.601, -1.483, 1.162], [-0.915, 4.519, -5.176], [0.651, -0.296, 4.158], [5.282, 0.360, -5.074], [4.118, 0.016, -4.411], [4.529, -3.109, 5.600], [4.003, -1.928, -0.523], [-0.750, 6.074, 3.607], [-1.465, 2.312, -1.145], [-0.270, 0.934, -2.805], [1.086, -0.574, 2.833], [-1.604, 2.862, -3.551], [-1.326, -3.499, -1.697], [-6.252, -0.191, -1.382], [-2.214, 3.504, 0.592], [2.867, -0.588, -2.283], [-0.945, -4.965, -1.956], [0.359, 3.657, 4.317], [1.152, -0.173, -4.132], [-0.442, 3.695, 3.159], [-2.931, 3.111, -3.887], [1.003, -3.887, 0.099], [-4.097, -0.126, -0.276], [-0.600, 3.577, -4.212], [3.222, -3.530, 5.421], [-0.725, -2.689, -2.853], [2.957, -2.019, 3.557], [-1.185, 2.603, 1.009], [-2.243, 4.764, -5.498], [2.148, -1.398, 2.470], [-1.167, 1.943, -2.457], [6.502, 0.176, -3.039], [-0.048, 5.979, 4.798], [-2.378, 3.329, -0.747], [-0.930, -3.351, 2.784], [-3.084, -3.024, 1.641], [-0.102, 0.835, 4.091], [5.049, -2.125, 4.769], [4.107, -0.300, -3.043], [6.492, 0.420, -4.402], [-2.607, -0.239, -0.146], [-6.151, 0.066, 1.000], [1.593, -0.223, -2.781], [2.942, -1.079, -0.975], [-6.892, -0.062, -0.162], [0.535, 4.766, 5.124], [3.780, -2.191, 0.783], [-4.773, 0.036, 0.935], [-3.245, 4.055, -4.855], [5.336, -0.159, -2.373], [-0.923, 4.966, 2.797], [-2.813, 4.116, 1.245], [5.137, -3.536, 6.387], [1.696, -3.625, -0.703], [-3.694, -3.131, 0.743], [4.674, -0.810, 3.121], [0.895, -0.879, 5.031], [2.802, -4.288, 6.070], [-1.448, -5.305, -2.869], [-7.974, -0.066, -0.126], [-1.101, -3.068, -3.811], [1.416, -3.320, 4.296], [-0.877, -2.283, 2.993], [-4.169, 0.126, 1.828], [-0.630, 1.320, 4.894], [-6.646, 0.179, 1.955], [1.593, -0.700, -4.960], [-3.723, 2.552, -3.406], [6.061, -1.769, 4.912], [-1.154, 7.027, 3.291], [0.367, -2.766, -2.860], [-2.494, 5.499, -6.252], [-3.600, -3.544, 2.458], [4.776, -2.344, -1.146], [1.534, -3.769, 1.041], [0.434, 3.398, -3.942], [5.378, -0.259, -1.301], [-6.826, -0.276, -2.294], [-1.246, -5.628, -1.146], [-4.282, 4.236, -5.108], [-3.066, 3.842, -1.398], [-3.218, -2.419, -1.481], [-0.618, 0.800, -4.995], [-2.449, -5.393, 0.472], [-2.270, -5.546, 2.218], [1.158, 4.682, 6.006], [-0.839, -5.608, 1.185], [-0.122, 5.064, -5.672], [0.084, -3.753, 2.734], [4.355, -2.836, 1.426], [-1.405, 5.114, 1.846], [0.129, -5.073, -2.113], [3.205, 0.025, -4.978], [-3.324, -4.140, -1.103], [0.081, 6.844, 5.434], [-3.201, -3.608, -2.784], [-0.994, -1.639, -2.788], [0.896, 2.759, 4.570], [7.404, 0.675, -4.926], [0.764, -4.946, -0.010], [-1.451, -3.832, 3.620], [5.237, 0.600, -6.129], [7.423, 0.271, -2.477], [-3.032, -1.969, 1.898]], "homo_ev": [-6.88, -6.88], "orbital_gap_ev": [5.231, 5.229], "e_tot_ha": -5619.434446}

***

{"formula": "C60H58F2N6OSiTeTi", "method": "ωB97M-V/def2-TZVPD", "symbols": ["Te", "Ti", "Si", "F", "F", "O", "N", "N", "N", "N", "N", "N", "C", "C", "C", "C", "C", "C", "C", "C", "C", "C", "C", "C", "C", "C", "C", "C", "C", "C", "C", "C", "C", "C", "C", "C", "C", "C", "C", "C", "C", "C", "C", "C", "C", "C", "C", "C", "C", "C", "C", "C", "C", "C", "C", "C", "C", "C", "C", "C", "C", "C", "C", "C", "C", "C", "C", "C", "C", "C", "C", "C", "H", "H", "H", "H", "H", "H", "H", "H", "H", "H", "H", "H", "H", "H", "H", "H", "H", "H", "H", "H", "H", "H", "H", "H", "H", "H", "H", "H", "H", "H", "H", "H", "H", "H", "H", "H", "H", "H", "H", "H", "H", "H", "H", "H", "H", "H", "H", "H", "H", "H", "H", "H", "H", "H", "H", "H", "H", "H"], "xyz": [[-4.000, 1.712, -1.757], [-0.221, 0.180, 0.507], [2.211, -2.430, 1.441], [-1.015, 5.629, -0.112], [-1.659, 3.945, 4.169], [-1.648, -0.791, -2.680], [-2.041, -1.093, 0.252], [1.624, 2.056, -1.276], [-5.640, -4.801, 1.616], [-0.985, 0.051, 2.646], [1.169, -3.519, -0.979], [0.013, 0.179, -1.464], [4.536, -3.622, 2.582], [-1.094, 4.564, 0.703], [-3.940, 4.889, -0.502], [1.381, -2.641, -2.133], [1.585, -0.697, 1.225], [2.475, -3.136, -3.096], [0.807, 1.142, -0.959], [-6.583, 2.453, -0.251], [-2.722, -3.371, 0.313], [-1.234, 2.398, 2.397], [1.271, -3.274, 4.028], [-3.263, 4.731, -1.835], [-0.872, 3.300, 0.196], [-7.906, 2.869, -0.134], [-0.654, -5.009, 3.039], [0.179, -4.314, 2.170], [-2.455, 3.402, -3.694], [1.399, 0.442, -4.057], [-0.245, 0.896, -6.250], [-6.745, 2.756, -2.656], [-2.675, 5.842, -2.438], [2.516, -4.671, -3.131], [1.131, 1.045, -6.368], [4.699, -1.252, 2.301], [-0.914, 2.187, 1.035], [-0.612, -0.155, -2.656], [-0.797, 0.507, -5.041], [1.147, -3.423, 2.644], [-6.186, 2.711, -4.053], [-5.997, 2.396, -1.524], [-1.847, 4.514, -4.256], [-1.357, 4.799, 2.037], [5.825, -3.657, 3.091], [1.127, -5.227, -2.840], [-3.916, -3.000, 0.914], [-0.522, -4.833, 4.410], [3.946, -2.420, 2.173], [-3.206, -0.737, 0.800], [-1.811, -2.382, -0.013], [-10.084, 3.700, -1.075], [-1.419, 3.697, 2.859], [-1.908, 1.163, 4.535], [-1.673, -1.219, 4.547], [6.556, -2.481, 3.208], [-1.367, 1.195, 3.249], [1.954, 0.807, -5.276], [0.448, -3.970, 4.904], [-5.866, 2.087, 1.027], [-3.164, 3.503, -2.499], [0.021, 0.300, -3.935], [-4.173, -1.655, 1.155], [-8.660, 3.240, -1.237], [5.991, -1.278, 2.813], [-4.875, -4.004, 1.303], [-1.142, -1.113, 3.279], [-2.059, -0.050, 5.183], [-8.060, 3.179, -2.486], [-1.975, 5.745, -3.630], [2.351, -3.525, -0.096], [0.691, -4.841, -1.420], [-5.026, 4.823, -0.587], [1.046, -5.586, -0.706], [-3.618, 4.101, 0.184], [-4.784, 2.105, 0.905], [-0.620, 3.221, -0.851], [-8.633, 3.462, -3.363], [1.616, -1.643, -1.763], [-6.160, 1.088, 1.361], [6.554, -0.358, 2.904], [3.027, 0.905, -5.372], [2.025, -2.603, 4.427], [6.260, -4.599, 3.402], [-2.501, -4.409, 0.111], [-3.689, 5.854, -0.062], [-1.865, 0.356, -4.933], [-0.828, -2.000, 2.742], [-1.401, -5.693, 2.652], [-3.345, 0.320, 0.979], [-2.483, -0.079, 6.178], [-0.849, -2.618, -0.466], [1.099, -6.313, -2.944], [-10.677, 2.955, -0.542], [-0.406, -4.856, -1.365], [0.564, -3.842, 5.973], [1.564, 1.340, -7.316], [2.881, -5.024, -4.096], [3.278, -3.287, -0.636], [-1.772, -2.190, 5.010], [-6.986, 2.824, -4.785], [1.662, -0.253, 2.231], [-5.670, 1.768, -4.240], [2.335, -0.173, 0.614], [0.430, -2.568, -2.667], [7.562, -2.505, 3.608], [2.506, -4.535, 0.300], [0.077, -4.464, 1.101], [2.257, -2.734, -4.089], [1.774, 2.128, -2.284], [3.216, -5.042, -2.376], [-2.217, 2.075, 5.013], [-5.460, 3.510, -4.217], [-1.290, 4.417, -5.179], [4.271, -0.302, 1.997], [-8.354, 2.910, 0.854], [2.040, 0.246, -3.208], [-0.885, 1.074, -7.105], [-1.515, 6.626, -4.059], [-5.096, -1.334, 1.616], [3.454, -2.742, -2.814], [-10.130, 4.627, -0.500], [0.421, -4.824, -3.572], [-2.387, 2.446, -4.198], [-10.552, 3.880, -2.041], [3.972, -4.548, 2.513], [-6.131, 2.787, 1.820], [-1.164, -5.378, 5.092], [-2.743, 6.801, -1.937], [-1.495, 5.797, 2.426]], "homo_ev": -7.63, "relative_energy_kj_mol": 74.6, "orbital_gap_ev": 6.839, "e_tot_ha": -4331.691078}